{
  "formula": "H18N6",
  "method": "ωB97M-V/def2-TZVPD",
  "species": ["N", "H", "H", "H", "N", "H", "H", "H", "N", "H", "H", "H", "N", "H", "H", "H", "N", "H", "H", "H", "N", "H", "H", "H"],
  "positions_angstrom": [[0.7341, 1.6422, 1.8962], [0.5261, 2.0533, 2.7999], [0.1960, 0.8032, 1.7284], [0.3652, 2.3674, 1.2850], [0.2553, 1.1269, -4.3917], [0.5868, 1.2380, -3.4361], [0.2855, 0.1123, -4.4287], [0.9099, 1.5114, -5.0621], [-0.6379, -2.4294, 4.0962], [-0.0854, -1.8843, 4.7406], [0.0274, -3.0224, 3.6246], [-1.4323, -2.8603, 4.5240], [-1.7774, 1.9181, -1.7098], [-2.7489, 1.8874, -1.9945], [-1.2510, 2.0215, -2.5659], [-1.7372, 2.6225, -0.9938], [1.5344, 0.2299, -1.1761], [1.5558, 1.1527, -0.7630], [1.4356, -0.4778, -0.4586], [0.6599, 0.1385, -1.6853], [0.1600, -2.8064, 1.1509], [-0.3658, -2.7884, 0.2787], [1.0830, -2.4994, 0.8594], [-0.2790, -2.0570, 1.6817]],
  "atomic_forces_ev_per_a": [[0.0905, 0.9396, -0.2075], [-0.0055, -0.6557, 0.2934], [-0.2158, 0.0483, 0.2728], [0.0960, -0.3335, -0.3715], [-0.4157, -0.5653, 0.7620], [0.4200, 0.7268, -0.3370], [-0.0819, -0.0049, -0.7339], [0.1531, -0.1167, 0.2958], [0.8009, 1.1084, -0.4357], [-0.3788, 0.0547, 0.3777], [-0.5466, -0.6304, -0.0526], [0.0899, -0.4836, 0.1825], [-0.9276, -0.9373, -0.0336], [-0.0151, -0.1977, 0.0191], [0.2947, 0.6724, 0.2613], [0.6498, 0.4489, -0.3311], [-0.3002, -0.4360, -0.5357], [-0.0533, -0.1438, 0.3040], [0.2949, 0.2859, 0.3326], [-0.0054, 0.2598, 0.0181], [-0.2813, 0.3269, -0.6718], [-0.0454, -0.3655, 0.0159], [0.1080, 0.0689, 0.2982], [0.2748, -0.0701, 0.2771]],
  "mulliken_charge": [-0.650, 0.223, 0.203, 0.204, -0.685, 0.236, 0.244, 0.225, -0.647, 0.200, 0.263, 0.184, -0.622, 0.215, 0.227, 0.187, -0.749, 0.263, 0.216, 0.241, -0.743, 0.248, 0.228, 0.290],
  "fmax_ev_per_a": 1.44,
  "total_energy_ha": -339.30196,
  "total_charge": 0,
  "homo_lumo_gap_ev": 10.520,
  "lumo_energy_ha": 0.02410
}

{
  "formula": "H18O11V",
  "method": "ωB97M-V/def2-TZVPD",
  "species": ["O", "V", "O", "O", "H", "H", "O", "H", "H", "O", "H", "H", "O", "H", "H", "O", "H", "H", "O", "H", "H", "O", "H", "H", "O", "H", "H", "O", "H", "H"],
  "positions_angstrom": [[-0.9935, -1.6034, 0.4039], [0.2129, -0.5816, 0.3521], [-0.3547, 0.8952, 0.0217], [0.1611, -0.2831, 2.6053], [0.3505, 0.6053, 2.9071], [0.1968, -0.8185, 3.3980], [-1.1379, 2.4455, -1.9635], [-1.5643, 3.2876, -1.8045], [-1.5815, 1.8366, -1.3730], [1.5499, -2.3881, 0.5517], [2.4739, -2.1392, 0.5322], [1.5559, -3.3145, 0.7924], [2.2246, 0.3611, 0.6150], [2.7737, 0.3143, 1.3976], [2.7581, 0.8330, -0.0246], [-3.3160, -2.0707, -0.9663], [-2.5798, -2.6823, -0.9806], [-3.7344, -2.2186, -0.1182], [0.8788, -0.8212, -1.9031], [0.9108, -0.4313, -2.7767], [1.1853, -1.7191, -2.0296], [1.5727, 2.8120, -2.2794], [0.6877, 2.4484, -2.2491], [1.4509, 3.7158, -2.5703], [1.7279, 3.4036, 0.4329], [2.5228, 3.0766, 0.8541], [1.5620, 2.7856, -0.2790], [-3.9773, -2.5185, 1.7947], [-4.4594, -2.6207, 2.6153], [-3.0576, -2.6098, 2.0436]],
  "atomic_forces_ev_per_a": [[-1.1404, -2.4103, 0.3671], [-0.4416, 1.1106, -0.2519], [0.1190, 1.2815, 0.0456], [0.3431, 0.1063, 0.0294], [-0.1465, 0.5581, -0.2061], [-0.1247, -0.4548, -0.0328], [-0.2244, 0.5100, -0.9131], [-0.0489, 0.2360, -0.0150], [0.3460, -0.6408, 0.6657], [0.9030, -0.0506, -0.0625], [0.4238, 0.1416, -0.0594], [-0.5184, -0.2317, 0.0790], [0.9014, -0.4561, 0.2876], [0.0398, -0.0334, 0.3840], [-0.1359, 0.2050, -0.5683], [-0.5865, -0.1164, -0.8788], [0.3187, 0.1870, 0.1944], [-0.0599, 0.0660, 0.3429], [0.3246, -0.3445, 0.3772], [-0.2715, 0.5240, -0.1108], [-0.0277, -0.3974, 0.0085], [1.0165, -0.2888, -0.2523], [-1.0379, -0.1781, 0.1844], [0.0240, 0.1956, 0.0369], [0.2483, 0.4589, 0.7187], [0.1245, 0.1000, 0.1621], [-0.4201, -0.1281, -0.5486], [-0.2144, -0.1280, 0.1117], [-0.2492, -0.0039, 0.1045], [0.5152, 0.1823, -0.2003]],
  "mulliken_charge": [-0.808, 0.923, -0.760, -0.415, 0.288, 0.261, -0.620, 0.276, 0.293, -0.396, 0.285, 0.253, -0.188, 0.246, 0.261, -0.609, 0.270, 0.359, -0.422, 0.254, 0.279, -0.665, 0.385, 0.283, -0.607, 0.263, 0.361, -0.636, 0.287, 0.297],
  "fmax_ev_per_a": 2.69,
  "total_energy_ha": -1782.42562,
  "s_squared": 0.755,
  "total_charge": 0,
  "spin_multiplicity": 2,
  "homo_lumo_gap_ev": [5.437, 7.202],
  "lumo_energy_ha": [-0.02321, -0.02318]
}

{
  "formula": "H18O9",
  "method": "ωB97M-V/def2-TZVPD",
  "species": ["O", "H", "H", "O", "H", "H", "O", "H", "H", "O", "H", "H", "O", "H", "H", "O", "H", "H", "O", "H", "H", "O", "H", "H", "O", "H", "H"],
  "positions_angstrom": [[0.1993, 0.9402, -1.9351], [0.0073, 0.0253, -1.6931], [-0.5913, 1.2216, -2.4127], [-1.5702, -3.5179, -1.7695], [-0.7239, -3.2077, -1.4024], [-1.8550, -4.1033, -1.0570], [0.9503, -0.0644, 1.2291], [0.1054, 0.4059, 1.0567], [1.5607, 0.6353, 1.4937], [1.0891, -2.0573, -0.7030], [0.8831, -1.4573, 0.0493], [1.5499, -1.4030, -1.2454], [-2.6582, -0.6083, -2.3765], [-3.1245, -0.2011, -3.1162], [-2.5710, -1.5287, -2.6650], [2.7781, 2.0920, -0.7673], [2.7473, 1.9395, -1.7197], [1.8904, 1.7916, -0.5282], [-0.3985, -1.4875, 3.2932], [0.2391, -1.3616, 2.5626], [0.0839, -1.0910, 4.0274], [1.3624, 3.5164, 2.4667], [1.5853, 3.8384, 1.5851], [0.3992, 3.5767, 2.4902], [-1.6159, 0.8686, 0.8529], [-2.2271, 0.1375, 0.9926], [-2.0931, 1.5198, 0.3302]],
  "atomic_forces_ev_per_a": [[0.0207, 0.0489, -0.0359], [-0.2061, 0.0330, -0.0023], [0.1226, -0.1532, 0.0911], [0.3708, -0.0043, 0.5648], [0.0556, 0.2693, -0.3749], [-0.3170, -0.0391, -0.2485], [-0.2310, 0.5249, -0.1597], [0.0816, -0.1698, 0.1322], [0.1413, -0.1796, 0.0628], [-0.3707, 0.9430, 0.1810], [0.2027, -0.6150, -0.0313], [0.2544, -0.4759, -0.3266], [-0.0827, 0.0057, -0.4334], [-0.0086, 0.0930, 0.1364], [0.1947, -0.1248, 0.4205], [-0.3673, -0.1259, -0.0976], [0.2130, 0.1059, 0.0154], [0.0329, 0.0165, 0.0377], [0.5484, 0.0135, -0.2700], [-0.4491, 0.0453, 0.2812], [-0.2196, -0.0564, 0.1130], [-0.2672, -0.0633, -0.2673], [0.1793, -0.0164, 0.0516], [0.1179, -0.0390, 0.1292], [-0.0713, 0.0944, 0.1022], [0.0008, -0.0170, 0.0217], [0.0542, -0.1137, -0.0932]],
  "mulliken_charge": [-0.562, 0.294, 0.275, -0.644, 0.355, 0.307, -0.793, 0.450, 0.347, -0.662, 0.401, 0.312, -0.608, 0.304, 0.305, -0.645, 0.316, 0.324, -0.635, 0.346, 0.301, -0.645, 0.323, 0.316, -0.648, 0.296, 0.273],
  "fmax_ev_per_a": 1.03,
  "total_energy_ha": -687.95987,
  "total_charge": 0,
  "homo_lumo_gap_ev": 11.048,
  "lumo_energy_ha": 0.00134
}

{
  "formula": "H18O9",
  "method": "ωB97M-V/def2-TZVPD",
  "species": ["O", "H", "H", "O", "H", "H", "O", "H", "H", "O", "H", "H", "O", "H", "H", "O", "H", "H", "O", "H", "H", "O", "H", "H", "O", "H", "H"],
  "positions_angstrom": [[0.5855, -0.1379, 1.1987], [-0.0476, 0.2895, 0.6109], [0.8558, -0.9281, 0.7176], [3.2797, 0.3757, -0.4550], [3.0042, 1.2511, -0.7496], [2.6418, 0.1475, 0.2306], [1.8317, -2.4084, -3.2798], [1.8195, -1.6428, -3.8652], [0.9206, -2.4851, -2.9750], [0.1721, 4.7964, -0.8845], [-0.3387, 4.4388, -0.1494], [0.0686, 4.1404, -1.5830], [-1.1537, 1.9362, 0.6869], [-1.4921, 1.2427, 0.1093], [-0.7622, 2.5755, 0.0811], [-0.9091, 2.4300, 2.4653], [-1.1831, 1.5094, 2.5459], [-0.0250, 2.4460, 2.8488], [-0.3032, -2.5786, 3.4232], [-0.3359, -1.9673, 4.1677], [-1.1415, -3.0518, 3.4713], [-0.1400, -1.6263, -1.3227], [-0.1993, -2.3810, -0.7261], [-0.6719, -0.9463, -0.8941], [-2.3982, -2.2782, -1.6460], [-2.1227, -2.0270, -2.5348], [-1.9552, -3.1202, -1.4922]],
  "atomic_forces_ev_per_a": [[0.1873, -0.2717, -0.0909], [0.3621, 0.3713, 0.3388], [0.0273, -0.1142, 0.1294], [-0.0327, 0.1170, -0.0567], [0.0769, -0.0975, 0.0553], [-0.0382, 0.1172, 0.0544], [-0.0815, -0.1276, -0.3265], [0.0843, -0.0753, 0.1212], [0.1645, 0.2122, 0.1128], [-0.0846, -0.3689, 0.0156], [0.0068, 0.3641, 0.1105], [0.0587, 0.1660, -0.1040], [-1.0954, -2.0056, -6.0361], [-0.6306, -0.0183, -1.0424], [0.0231, -0.0672, -0.0594], [1.0930, 1.7193, 6.2764], [0.2261, 0.3693, 0.1703], [-0.0229, 0.0176, 0.4231], [-0.1992, -0.0437, 0.0699], [0.0892, -0.0044, -0.1064], [0.0925, 0.0007, -0.0004], [1.5450, 0.4348, 0.4113], [0.0492, 0.1628, 0.0188], [-0.1832, -0.4038, -0.2798], [-1.4601, -0.5034, -0.2224], [0.0045, -0.0538, 0.1643], [-0.2620, 0.1031, -0.1471]],
  "mulliken_charge": [-0.520, 0.264, 0.322, -0.625, 0.293, 0.365, -0.604, 0.300, 0.312, -0.621, 0.354, 0.318, -0.482, 0.192, 0.223, -0.619, 0.298, 0.307, -0.606, 0.307, 0.308, -0.677, 0.312, 0.276, -0.632, 0.329, 0.308],
  "fmax_ev_per_a": 6.60,
  "total_energy_ha": -687.81174,
  "total_charge": 0,
  "homo_lumo_gap_ev": 9.333,
  "lumo_energy_ha": -0.01149
}